# C39H43N7O7S3V

A molecular structure, C39H43N7O7S3V at a distorted geometry (wB97M-V/def2-TZVPD, OMol25).

The geometry in ORCA input format:
```
! RIJCOSX wB97M-V def2-TZVPD def2/J DEFGRID3
* xyz -2 4
V 0.094 0.409 -0.361
S -2.184 0.913 -1.000
S 1.855 -3.727 -0.849
S 4.497 2.030 5.111
O 2.355 -2.622 4.996
O 3.340 1.209 5.329
O -0.475 -2.160 -4.100
O 0.293 -0.518 -1.826
O 5.467 2.207 6.173
O 0.171 1.852 0.753
O 4.543 -2.022 5.100
N 3.368 -1.983 4.541
N 1.636 1.534 -1.091
N 1.944 2.686 -0.360
N 4.146 -0.448 2.795
N 2.359 -0.391 1.475
N -0.611 -2.958 0.894
N -1.313 0.221 1.914
C -1.691 -1.587 -3.620
C -4.297 1.897 0.381
C 2.377 1.283 -2.107
C -2.369 -5.485 -1.241
C 2.994 0.110 -4.162
C -1.307 -5.972 -1.994
C -0.122 5.409 2.981
C -0.088 4.276 2.178
C 2.177 4.789 1.555
C 3.188 -1.260 3.390
C 0.992 6.231 3.074
C 2.719 -0.805 -5.151
C -2.569 0.929 1.742
C 0.996 -0.589 -2.940
C -0.853 -3.896 -0.175
C 1.075 2.762 0.598
C -4.527 1.949 2.764
C -1.546 -1.171 2.375
C 3.913 3.652 4.652
C -1.807 -2.286 1.372
C 2.103 -1.220 2.551
C -2.119 -4.466 -0.331
C 2.126 0.241 -3.071
C 0.240 -4.355 -0.963
C 0.065 -3.684 1.972
C 5.389 1.528 3.640
C 4.391 0.797 0.617
C -0.048 -5.418 -1.851
C 1.062 3.961 1.467
C 3.147 4.256 5.822
C -0.502 0.898 2.947
C -3.051 1.256 0.475
C 0.655 -1.422 -4.026
C -3.310 1.299 2.868
C 1.533 -1.536 -5.088
C 5.391 0.017 3.373
C 2.140 5.920 2.355
C -5.032 2.234 1.501
C 3.593 0.026 1.622
H 0.544 0.645 2.827
H 4.921 2.062 2.812
H 2.783 5.249 5.559
H 3.787 4.330 6.702
H 6.399 1.903 3.806
H 3.013 6.559 2.423
H -2.457 -2.995 1.919
H -3.368 -5.895 -1.344
H -0.582 -4.489 2.362
H 0.985 -4.111 1.576
H 3.875 0.739 -4.213
H -1.464 -6.782 -2.701
H -1.024 5.651 3.528
H 2.294 3.627 6.073
H -2.919 1.067 3.850
H 4.795 4.240 4.388
H 0.338 -3.028 2.798
H -4.667 2.129 -0.610
H 4.295 0.309 -0.355
H -5.069 2.232 3.658
H -1.906 -0.650 -4.145
H 3.396 -0.939 -5.984
H 1.206 -1.802 2.638
H -2.465 -2.317 -3.840
H 1.261 -2.228 -5.874
H 3.275 3.518 3.780
H 0.967 7.113 3.702
H -0.959 3.639 2.078
H -2.376 -1.914 0.516
H -0.809 0.612 3.960
H 4.039 1.824 0.503
H -0.605 1.975 2.846
H 3.063 4.530 0.989
H -0.684 -1.442 2.981
H 0.779 -5.787 -2.445
H 5.534 -0.569 4.284
H 5.448 0.810 0.879
H -5.994 2.721 1.391
H 3.219 1.950 -2.281
H -1.670 -1.403 -2.552
H -2.411 -1.150 3.050
H -2.944 -4.110 0.273
H 6.214 -0.192 2.686
*
```

## Properties
Energy above the lowest of the compared OMol25 structures with the same formula, charge and spin in kcal per mole: 38.91
Molar mass in g/mol: 868.96
Highest occupied orbital energy (alpha / beta) in hartree: -0.00588 / -0.03864
Orbital gap (alpha / beta) in eV: 3.793 / 4.681
E_LUMO (alpha / beta) in eV: 3.6328 / 3.6293